C28H45BiF9OP2 as an isolated structure in a non-equilibrium geometry. Source: the OMol25 dataset; level of theory: ωB97M-V/def2-TZVPD.

E_LUMO (alpha / beta): -4.2 / -4.7 eV
HOMO-LUMO gap (alpha / beta): 5.0 / 4.5 eV
E_HOMO (alpha / beta): -9.15 / -9.15 eV
energy relative to the best compared isomer or geometry (same formula, charge and spin): 0.0 kcal per mole
strongest force on any atom: 3.7 eV/A

The geometry in ORCA input format:
```
! wB97M-V def2-TZVPD RIJCOSX def2/J DEFGRID3
* xyz 1 1
C 0.10915 0.70078 3.94014
P -2.03798 0.26408 -1.93497
H -0.12692 1.38062 4.77864
F -4.48658 -3.35509 2.97976
C 0.55969 2.92021 0.97635
C -0.32961 -3.92814 -0.23566
C -4.25927 -2.34864 2.09218
H -3.38753 -0.54715 -3.78648
H 0.31344 -3.59601 2.55859
H 3.97783 1.89891 -4.33151
H 4.85121 0.50534 -2.07664
H 0.22287 4.92345 0.27106
C -3.57250 -0.04598 -0.98724
P 0.71200 -2.55023 0.37650
C 3.02678 2.56856 0.17023
H 0.61747 3.75651 -0.99755
H 3.08843 -2.70595 0.92198
F -3.71684 -2.88748 0.96538
H -2.25033 2.65600 1.41529
F -3.25639 0.36977 4.38733
H -1.66910 -0.29212 -4.28484
H -2.76815 2.57229 -1.69366
C 4.02332 0.39128 -2.79797
C 1.74707 -0.93144 -4.37860
C 2.38025 -3.32706 0.35516
H -1.75302 3.73312 2.73090
C 0.32054 -2.56600 2.16646
C 0.07971 3.87822 -0.04683
C 2.99203 -0.47617 -2.14381
H 0.20639 1.97083 -3.84300
H 1.05752 -1.96588 2.71571
C -2.33122 -0.66740 -3.48841
H -2.87339 2.01900 -3.41021
H 2.74360 -3.40183 -0.67982
H -0.21416 -4.01509 -1.32580
H 2.64289 -0.46320 2.87114
H -2.06445 2.01903 3.05188
H 2.33567 -4.33267 0.80366
H 3.76219 3.22394 0.66148
C 1.85788 1.40371 2.14052
H 2.74344 3.03175 -0.77666
H -3.62453 -1.09201 -0.66058
H 3.66879 0.35306 1.66732
F -2.92054 -2.15459 5.74345
Bi 0.70785 -0.11052 -1.22002
H 0.90099 -1.55748 -4.71128
H -3.59861 0.57954 -0.08599
H 3.36235 -0.99271 -1.24302
H -4.43733 0.18926 -1.62645
F -5.08493 -0.85163 4.25148
F -2.12024 -3.81149 4.57895
H 0.83966 -0.04310 4.26707
C -3.36787 -1.23859 2.62231
C -4.10521 -0.26304 3.52574
C -1.63558 2.71497 2.32558
H 2.30964 0.80865 -5.54236
C 3.63712 1.81408 -3.28219
C 1.85423 2.31540 1.04108
H 4.46864 -0.14311 -3.65137
H 1.80094 -2.22503 -2.59520
H -1.30070 2.47973 -2.69391
H -0.82365 0.18105 3.69542
H 3.55143 1.63317 -0.07336
H 3.59189 0.96120 3.32576
F -5.46710 -1.81811 1.75111
H -2.11933 -1.73472 -3.33281
H -0.02499 -4.87115 0.24640
H 2.61589 -1.30784 -4.94280
C 1.22144 1.56661 -3.84043
C 2.98759 0.51862 2.51480
C 0.58605 1.47151 2.76712
C 1.47623 0.51181 -4.87551
C 2.19865 2.18943 -3.15825
F -0.75462 -2.38949 5.53404
H 1.99528 3.11213 -2.60883
H 4.24351 2.54408 -2.71917
C -1.93947 -2.52034 4.89903
C -0.22236 2.38690 2.04013
H -0.66688 -2.11923 2.32541
C -2.26815 2.00288 -2.49085
C 1.95984 -1.17324 -2.89439
H 0.58873 0.47639 -5.53594
F -4.66590 0.70642 2.73718
H -1.38914 -3.73483 -0.01600
H -0.99470 3.74919 -0.25190
O -2.30883 -0.89769 2.08257
*
```

A 7-piece molecular cluster, CH16O7 overall in a non-equilibrium geometry. Source: the OMol25 dataset; level of theory: ωB97M-V/def2-TZVPD.

E_LUMO: 0.3 eV
HOMO-LUMO gap: 11.0 eV
E_HOMO: -10.63 eV
energy relative to the best compared isomer or geometry (same formula, charge and spin): 10.0 kcal per mole
structure (SMILES): CO.O.O.O.O.O.O
strongest force on any atom: 2.1 eV/A

The geometry in ORCA input format:
```
! wB97M-V def2-TZVPD RIJCOSX def2/J DEFGRID3
* xyz 0 1
H 0.65651 -0.53661 -2.60359
H -0.36282 -0.92586 0.81384
H 0.51212 -1.64001 2.80250
H 1.53203 -0.70208 -1.40461
H -0.09384 -1.62826 -0.84295
O -0.39147 1.18087 -2.98235
O -0.83397 -1.67951 -0.14938
O 2.40123 0.01063 -0.19857
H -0.92016 2.85036 0.82617
H 0.03744 -0.13050 3.41508
H -2.19387 -0.44318 -0.32899
O -0.50080 2.23115 0.23595
H -0.98790 -2.49226 0.34471
H -1.34252 1.22514 -2.83205
O -2.89585 0.07021 -0.72562
H 2.95023 0.76496 0.08350
H -0.07379 1.57804 0.82727
O 0.84323 -1.19282 -1.90735
H -2.68060 0.94925 -0.40184
H 1.77668 -0.05998 0.58670
C 0.63953 -0.56776 2.60212
O 0.23066 -0.14533 1.31916
H 1.70639 -0.35690 2.73330
H -0.00846 1.64046 -2.21302
*
```

C2H21FHfO9 as an isolated structure in a non-equilibrium geometry. Source: the OMol25 dataset; level of theory: ωB97M-V/def2-TZVPD.

E_LUMO: -13.2 eV
HOMO-LUMO gap: 3.2 eV
E_HOMO: -16.34 eV
energy relative to the best compared isomer or geometry (same formula, charge and spin): 129.9 kcal per mole
strongest force on any atom: 9.5 eV/A

The geometry in ORCA input format:
```
! wB97M-V def2-TZVPD RIJCOSX def2/J DEFGRID3
* xyz 2 1
O -7.98484 2.87223 -36.68425
H -9.26687 0.68648 -41.66819
H -7.04678 2.19879 -39.51003
F -8.32311 4.09997 -42.80240
H -9.44021 0.61476 -43.17042
H -9.63948 0.22831 -36.39907
H -7.87473 -0.73843 -40.17563
H -8.14410 -1.60207 -42.36109
Hf -5.99484 3.24556 -42.95338
H -6.97193 -0.83880 -41.78203
H -8.90822 2.78086 -36.91931
O -5.67940 -2.30157 -37.54517
H -5.26283 3.14885 -38.73049
H -6.54120 3.50987 -38.00432
H -8.72755 1.72794 -39.89498
H -6.35945 -2.07639 -38.18003
H -6.45549 -0.14114 -39.50906
H -11.10737 3.04898 -40.77713
O -7.25557 1.70590 -41.42676
C -7.52388 0.07292 -39.53788
O -10.38911 3.68070 -40.74196
O -9.93219 0.59079 -42.34968
H -7.63985 1.97991 -36.71531
H -8.71706 -0.79456 -37.02739
O -5.71521 3.88203 -38.31332
H -7.84003 -0.10881 -38.51069
O -7.26360 -1.29217 -42.57300
H -5.87057 0.36836 -42.88476
H -4.53337 0.42600 -43.59218
O -5.20108 0.98098 -43.18922
C -7.67487 1.51533 -40.08142
H -9.75728 3.29226 -40.13685
O -8.81645 -0.23857 -36.25458
H -5.30035 -3.11510 -37.87793
*
```